[1]
ORCA calculation (ωB97M-V/def2-TZVPD) on a single C19H26N2O3 molecule.

Positions of all 50 atoms, in Å:
O -3.899 -1.767 -1.549
O -4.923 2.419 -0.418
O 1.548 -0.275 -1.666
N -4.810 0.054 -0.497
N 2.042 0.508 0.406
C -6.810 -0.802 0.690
C -6.199 -0.314 -0.627
C 5.565 1.396 -0.560
C -3.783 -0.719 -0.955
C -2.540 0.003 -0.575
C -1.217 -0.316 -0.809
C 1.199 0.212 -0.611
C -0.594 1.721 0.335
C -0.236 0.550 -0.332
C -1.926 2.045 0.554
C -2.890 1.167 0.105
C -4.393 1.269 0.174
C 3.474 0.222 0.377
C 4.122 0.952 -0.807
C -6.071 -2.012 1.247
C 3.693 -1.294 0.304
C 6.453 0.378 0.161
C 5.116 -1.739 0.625
C 6.201 -1.081 -0.226
H -6.056 -2.815 0.515
H -7.852 -1.061 0.499
H -4.596 2.488 -1.324
H 6.324 0.475 1.241
H 5.165 -2.821 0.483
H -6.798 0.010 1.421
H 7.127 -1.642 -0.076
H -4.761 1.293 1.210
H 6.005 1.632 -1.531
H 4.068 0.306 -1.682
H 5.564 2.320 0.025
H -2.200 2.960 1.057
H 1.642 0.790 1.286
H -6.233 -1.115 -1.370
H 5.329 -1.540 1.680
H 7.493 0.634 -0.054
H -6.757 0.552 -0.997
H 3.880 0.612 1.316
H 3.527 1.839 -1.035
H 3.415 -1.628 -0.696
H -5.042 -1.758 1.489
H 3.012 -1.776 1.012
H -0.942 -1.207 -1.350
H 0.174 2.406 0.662
H -6.558 -2.373 2.151
H 5.944 -1.152 -1.282

Results
- structure (SMILES) = CCCN1C(=O)c2cc(C(=O)NC3CCCCCC3)ccc2[C@H]1O
- Kohn-Sham gap (eV) = 9.810
- energy (eV) = -29249.4336

The Mulliken scheme yields these atomic charges, measured in e:
1 O -0.677
2 O -0.535
3 O -0.611
4 N 0.217
5 N -0.162
6 C -0.401
7 C -1.033
8 C -0.872
9 C 0.396
10 C 0.350
11 C -0.921
12 C 0.368
13 C -0.448
14 C 0.552
15 C -1.202
16 C 0.251
17 C -0.110
18 C 0.101
19 C -0.858
20 C -1.076
21 C -0.893
22 C -0.634
23 C -0.805
24 C -0.657
25 H 0.300
26 H 0.381
27 H 0.369
28 H 0.326
29 H 0.367
30 H 0.294
31 H 0.334
32 H 0.329
33 H 0.358
34 H 0.324
35 H 0.324
36 H 0.479
37 H 0.365
38 H 0.440
39 H 0.357
40 H 0.357
41 H 0.304
42 H 0.430
43 H 0.478
44 H 0.341
45 H 0.225
46 H 0.364
47 H 0.562
48 H 0.524
49 H 0.381
50 H 0.347


[2]
ORCA calculation (ωB97M-V/def2-TZVPD) on 2 unconnected molecules or ions with the total composition C6H12NO2S in a non-equilibrium geometry.

Positions of all 22 atoms, in Å:
S 3.093 -0.722 0.541
O -1.396 -0.184 1.311
O -0.287 0.482 1.333
N 1.121 0.355 -0.726
C 0.655 -1.956 -0.431
C 3.158 1.112 0.395
C -3.536 -0.496 -0.101
C 1.529 -0.776 -0.317
C -2.424 0.396 0.505
C 1.949 1.467 -0.565
H 1.472 2.270 -0.096
H 2.550 1.831 -1.525
H -3.879 -1.226 0.473
H -2.967 -0.903 -0.902
H -4.396 0.061 -0.578
H 1.089 -2.707 -1.218
H -0.327 -1.662 -0.825
H -3.056 1.087 1.268
H 4.022 1.307 -0.142
H -2.050 1.152 -0.202
H 2.975 1.455 1.325
H 0.706 -2.343 0.478

Results
- Kohn-Sham gap (spin up / spin down) (eV) = 5.443 / 9.617
- energy (eV) = -22822.4938
- net charge = +1

The Mulliken scheme yields these atomic charges, measured in e:
1 S 0.125
2 O -0.022
3 O -0.256
4 N -0.259
5 C -1.061
6 C -0.605
7 C -1.155
8 C 0.711
9 C -0.163
10 C -0.522
11 H 0.335
12 H 0.377
13 H 0.393
14 H 0.313
15 H 0.323
16 H 0.379
17 H 0.174
18 H 0.312
19 H 0.439
20 H 0.318
21 H 0.410
22 H 0.432


[3]
ORCA calculation (ωB97M-V/def2-TZVPD) on a single C5H7N3 molecule in a non-equilibrium geometry.

Positions of all 15 atoms, in Å:
N -0.153 1.267 -0.313
N 0.355 0.828 -2.619
N -0.474 -0.928 0.504
C -0.470 1.143 1.966
C -0.404 0.437 0.696
C -0.050 0.408 -1.443
C -0.284 -0.995 -0.999
C 0.773 -1.448 0.070
H -1.351 0.854 2.554
H 0.606 -0.117 -3.182
H -1.029 -1.441 -1.691
H 1.598 -0.837 0.047
H -0.646 2.314 1.614
H 0.605 1.058 2.641
H 0.923 -2.543 0.155

Results
- structure (SMILES) = [H]/N=C1/N=C(C)N2C[C@H]12
- Kohn-Sham gap (eV) = 9.767
- energy (eV) = -9765.3754

The Mulliken scheme yields these atomic charges, measured in e:
1 N -0.534
2 N -0.721
3 N -0.444
4 C -0.851
5 C 0.674
6 C 0.533
7 C -0.289
8 C -0.293
9 H 0.305
10 H 0.245
11 H 0.338
12 H 0.287
13 H 0.281
14 H 0.217
15 H 0.252


[4]
ORCA calculation (ωB97M-V/def2-TZVPD) on a single C4H8N2O molecule in a non-equilibrium geometry.

Positions of all 15 atoms, in Å:
O 0.454 -1.664 1.115
N 2.072 -0.008 -0.508
N 0.601 1.357 0.764
C 0.713 0.388 -0.316
C -0.148 -1.035 0.187
C -2.609 -0.005 -0.122
C -1.407 -0.392 0.152
H -3.357 -0.662 -0.558
H 1.325 2.060 0.650
H 2.207 -0.502 -1.384
H 0.327 0.810 -1.245
H -2.917 0.998 0.169
H -0.387 -1.591 -0.797
H 0.779 0.878 1.642
H 2.345 -0.632 0.251

Results
- Kohn-Sham gap (spin up / spin down) (eV) = 7.532 / 7.533
- energy (eV) = -9300.5721

The Mulliken scheme yields these atomic charges, measured in e:
1 O -0.744
2 N -0.659
3 N -0.672
4 C -0.251
5 C 0.551
6 C -0.739
7 C 0.136
8 H 0.276
9 H 0.276
10 H 0.269
11 H 0.513
12 H 0.279
13 H 0.213
14 H 0.262
15 H 0.291


> Look up the energy of the fourth one.

-9300.5721 eV